Record 1
The following is a quantum chemistry calculation of a structure of composition C17H18ClNO5S, from the OMol25 dataset.

The calculation puts the energy above the lowest of the compared OMol25 structures with the same formula, charge and spin at 344.8 kcal per mole. Its molar mass is 383.853 g/mol. The calculation puts the frontier orbital gap at 8.570 eV. The value obtained for the electronic energy is -52991.21434 eV.

Structure (XYZ):
```
43
Properties=species:S:1:pos:R:3:nbo_charge:R:1
O -3.2786 0.9281 0.7072 -0.61
C -2.1305 0.9479 0.0845 0.59
N -0.9119 0.5761 0.7363 -0.57
H -0.1073 0.6279 0.3670 0.39
C -0.9720 0.5825 2.3019 -0.24
H -1.9557 0.7882 2.8195 0.28
C 0.0991 0.9486 3.0315 0.06
H 0.4034 2.1267 2.7306 0.17
C 0.5004 0.7469 4.4924 -0.40
H 0.1947 1.6307 4.9991 0.22
H -0.1765 -0.2236 4.7734 0.18
C 1.9873 0.1781 4.7014 -0.34
H 1.8908 -0.3370 5.3986 0.17
C 2.1320 -0.5220 3.2037 -0.10
H 3.2327 -0.3880 2.9723 0.22
O 1.3610 0.3730 2.3901 -0.61
H 1.4999 -1.3603 3.1428 0.20
H 2.4394 0.9816 4.8185 0.18
H -0.8203 -0.7595 2.3831 0.18
C -1.9548 1.0780 -1.1703 0.10
C -2.7543 1.4823 -2.1516 -0.18
C -2.1088 1.4020 -3.2709 -0.27
C -0.7146 1.3450 -3.0348 0.30
C 0.3926 1.2791 -3.7687 -0.89
H 0.6513 1.9789 -4.8050 0.33
H 1.3527 1.8223 -3.3751 0.34
S 0.7431 -0.2039 -4.1943 2.22
O 0.0367 -0.9161 -5.1801 -0.91
O 2.1639 -0.4677 -4.4667 -0.96
C 0.5379 -1.1761 -2.6471 -0.28
C -0.4476 -1.8824 -2.4149 -0.22
C -0.7062 -2.3346 -1.1368 -0.23
C 0.2069 -2.3769 -0.2176 0.06
C 1.3032 -1.5347 -0.3736 -0.25
C 1.5375 -1.0024 -1.5990 -0.21
H 2.6114 -0.6777 -1.9050 0.26
H 2.2362 -1.4391 0.3506 0.26
Cl -0.2375 -3.3019 1.3390 -0.06
H -1.6709 -3.0255 -0.9588 0.24
H -1.2565 -2.0628 -3.0835 0.24
O -0.8202 1.1692 -1.7803 -0.36
H -2.5636 1.5436 -4.2303 0.22
H -3.9263 1.4552 -1.9793 0.25
```

---

Record 2
The following is a quantum chemistry calculation of a structure of composition C17H18CrN3O4, from the OMol25 dataset.

The multiplicity is 5. The calculation puts the energy above the lowest of the compared OMol25 structures with the same formula, charge and spin at 7.5 kcal per mole. As for the charge: -1. Its molar mass is 380.344 g/mol. The calculation puts the frontier orbital gap (alpha / beta) at 5.073 / 6.067 eV. The value obtained for the electronic energy is -59004.38031 eV. The expectation value of S² is 6.017.

Structure (XYZ):
```
43
Properties=species:S:1:pos:R:3:lowdin_spin:R:1
Cr -0.3059 -0.2094 -0.8241 3.75
C -0.1802 3.1499 -1.7388 0.00
O -0.2834 1.8774 -1.2478 0.05
H -0.9576 3.4248 -2.4661 0.00
H 0.8047 3.3850 -2.1849 0.00
H -0.2327 3.9206 -0.9424 0.00
C -1.2196 -2.2760 -2.0237 0.01
O -1.4409 -1.0276 -2.3879 0.01
O -1.5235 -3.1760 -2.8570 0.00
O -0.7745 -2.3782 -0.8276 -0.01
N 0.5517 -0.1735 1.3469 0.02
C 1.1107 -1.0947 2.1422 0.01
C 1.7142 -0.7780 3.3457 0.00
C 1.5869 0.5227 3.8199 0.01
C 1.0132 1.4997 3.0113 0.00
C 0.5189 1.0948 1.7829 0.01
H 1.1106 -2.1187 1.7907 0.00
H 2.1997 -1.5695 3.9000 0.00
H 2.0691 0.8870 4.7201 0.00
H 1.0564 2.5125 3.3835 0.00
H -0.0185 1.8136 1.1721 0.00
N 1.7678 -0.7210 -1.5358 0.04
C 2.3188 -1.9089 -1.8710 0.01
C 3.6656 -2.0867 -2.0544 0.00
C 4.5054 -0.9794 -1.9257 0.01
C 3.9640 0.2652 -1.6741 0.00
C 2.5986 0.3184 -1.4472 0.01
H 1.6658 -2.7659 -1.9879 0.00
H 4.0602 -3.0744 -2.2472 0.00
H 5.5781 -1.1381 -1.9579 0.00
H 4.5999 1.1343 -1.5880 0.00
H 2.1067 1.2841 -1.3457 0.00
N -2.4248 0.0540 0.2310 0.03
C -2.8995 -0.8461 1.1010 0.01
C -4.2553 -0.9627 1.4076 0.00
C -5.1218 -0.0198 0.8800 0.00
C -4.6046 1.0079 0.0770 0.00
C -3.2650 0.9574 -0.2567 0.01
H -2.1588 -1.4291 1.6310 0.00
H -4.5905 -1.7479 2.0709 0.00
H -6.1925 0.1015 0.9948 0.00
H -5.3024 1.6829 -0.3976 0.00
H -2.8152 1.5878 -1.0189 0.00
```

---

Record 3
The following is a quantum chemistry calculation of an isolated molecule of C17H18F3N3O3, from the OMol25 dataset.

The calculation puts the energy above the lowest of the compared OMol25 structures with the same formula, charge and spin at 85.2 kcal per mole. Its molar mass is 369.343 g/mol. The calculation puts the frontier orbital gap at 8.892 eV. The value obtained for the electronic energy is -36684.61065 eV. Its SMILES is CC1([C@H](O)/C(=C\c2ccc(C(F)(F)F)cc2)n2cncn2)COCOC1.

Structure (XYZ):
```
44
Properties=species:S:1:pos:R:3:nbo_charge:R:1
F 1.3045 4.4363 -3.4328 -0.32
F 3.1895 3.2252 -3.6758 -0.33
F 3.1527 4.9727 -2.3076 -0.32
N -1.1439 -2.2148 2.9985 -0.28
N 0.2477 -2.1609 4.7788 -0.46
O -0.9164 -3.3907 -1.3105 -0.55
O -0.3881 -1.4452 -2.6182 -0.54
O -2.0206 0.9996 0.6435 -0.71
C -0.8189 -2.7940 4.1460 0.13
C 0.5741 -1.1840 3.9979 0.18
C 0.8236 0.5447 1.5892 -0.22
C -0.2666 -0.3033 1.7392 0.18
C 0.4215 2.5448 0.1220 -0.19
C 2.4254 1.1730 -0.1486 -0.15
C 0.8758 3.3435 -0.9276 -0.17
C 2.8666 1.9812 -1.1906 -0.20
C 1.1866 1.4216 0.4737 -0.07
C 2.0578 3.0710 -1.6179 -0.14
N -0.2583 -1.1983 2.8726 -0.22
C 0.0037 -2.7678 -2.2558 0.22
C 2.4133 3.9503 -2.8032 0.98
C -2.9669 -0.9867 -1.1070 -0.61
C -1.1939 -2.5720 -0.1432 -0.07
C -0.5109 -0.5725 -1.4686 -0.07
C -1.5356 -0.3031 0.8567 0.07
C -1.5238 -1.1181 -0.4734 -0.11
H -2.4809 1.2619 1.4748 0.48
H -1.2782 -3.6594 4.5795 0.21
H 1.3843 -0.5123 4.1886 0.21
H 1.6434 0.4844 2.3085 0.21
H -0.4627 2.8631 0.6162 0.23
H 2.9810 0.3005 0.1810 0.21
H 0.2464 4.2273 -1.1772 0.23
H 3.7515 1.7548 -1.7688 0.23
H 0.9942 -2.7283 -1.7820 0.13
H 0.0921 -3.3300 -3.1918 0.19
H -3.0352 -1.5991 -2.0314 0.23
H -3.1913 0.0772 -1.3491 0.23
H -3.6691 -1.3544 -0.3760 0.20
H -0.3091 -2.6275 0.4918 0.17
H -1.9962 -2.9764 0.4728 0.21
H -0.7897 0.4120 -1.8136 0.21
H 0.4633 -0.5207 -1.0181 0.17
H -2.3428 -0.7260 1.4576 0.20
```

---

Record 4
The following is a quantum chemistry calculation of a cluster of 2 separate species, C17H18F3N3O7 in total, from the OMol25 dataset.

Its molar mass is 433.339 g/mol. The calculation puts the frontier orbital gap at 8.944 eV. The value obtained for the electronic energy is -44870.32029 eV. Its SMILES is [H]/N=C/Cc1cc(ON=O)cc2c1C(=O)N(CCCO)C2=O.CCOC(=O)C(F)(F)F.

Structure (XYZ):
```
48
Properties=species:S:1:pos:R:3:nbo_charge:R:1
N 0.1005 5.5118 0.3984 -0.61
C -0.7670 5.1289 -0.4608 0.13
C -0.1598 4.5129 -1.7933 -0.50
C 0.7490 3.3271 -1.3481 0.05
C 2.2067 3.3140 -1.4095 -0.17
C 3.0329 2.1848 -0.9519 0.25
O 4.4388 2.2020 -0.9997 -0.43
N 4.9942 2.6019 0.2397 0.41
O 4.7707 3.7267 0.4596 -0.21
C 2.3844 0.9891 -0.3789 -0.23
C 0.9428 1.0240 -0.3217 -0.12
C 0.1021 2.1493 -0.7921 -0.16
C -1.3966 1.7904 -0.5401 0.72
O -2.4043 2.1194 -1.0815 -0.49
N -1.2666 0.8328 0.5749 -0.57
C -1.0899 1.7698 1.7260 -0.23
C -1.8813 1.3657 3.0245 -0.43
C -1.0307 0.2700 3.8074 -0.07
O -0.7981 0.7108 5.1584 -0.71
C -0.1109 0.0128 0.2302 0.71
O -0.0469 -1.1759 0.3197 -0.50
H -0.3709 5.8678 1.2390 0.34
H -1.8664 5.1855 -0.2632 0.18
H 0.3750 5.2931 -2.3812 0.25
H -1.0244 4.0495 -2.3451 0.25
H 2.7098 4.2250 -1.8106 0.24
H 2.9409 0.1113 0.0081 0.25
H -0.0260 1.9654 2.0207 0.20
H -1.5040 2.7688 1.3946 0.21
H -1.9215 2.2712 3.6993 0.21
H -2.9387 1.0715 2.8215 0.23
H -0.0417 0.1751 3.2793 0.15
H -1.5926 -0.6918 3.7505 0.20
H -0.2607 1.5169 5.0498 0.46
C -1.2949 -3.6776 -1.2638 -0.64
C 0.0361 -4.3762 -1.0863 -0.08
O -0.1401 -5.8025 -1.0134 -0.48
C -0.2596 -6.4395 -2.1825 0.69
O -0.2332 -5.9088 -3.2559 -0.54
C -0.3890 -7.9462 -1.9527 0.90
F -1.2483 -8.2389 -0.9602 -0.31
F 0.7935 -8.4964 -1.6176 -0.31
F -0.8234 -8.5917 -3.0423 -0.30
H -1.9901 -3.9706 -0.4745 0.21
H -1.1667 -2.5969 -1.2380 0.23
H -1.7589 -3.9485 -2.2142 0.22
H 0.4880 -4.0705 -0.1426 0.20
H 0.7380 -4.1136 -1.8799 0.20
```

---

Record 5
The following is a quantum chemistry calculation of an isolated molecule of C17H18FN5O2, from the OMol25 dataset.

Its molar mass is 343.362 g/mol. The calculation puts the frontier orbital gap at 8.366 eV. The value obtained for the electronic energy is -32185.51311 eV. Its SMILES is CCOC(=O)N1CCN(c2ncnc3c2[nH]c2ccc(F)cc23)CC1.

Structure (XYZ):
```
43
Properties=species:S:1:pos:R:3:nbo_charge:R:1
C -1.0232 -4.0323 -0.2297 -0.64
C -0.5024 -2.6046 -0.2898 -0.07
H 0.3401 -2.5170 -0.9800 0.19
H -0.1984 -2.2707 0.7078 0.21
O -1.4840 -1.7019 -0.7999 -0.54
C -2.4099 -1.2814 0.0934 0.90
O -2.4292 -1.6087 1.2521 -0.64
N -3.3482 -0.4744 -0.4879 -0.45
C -4.0116 0.4941 0.3650 -0.24
H -5.0864 0.4805 0.1650 0.20
C -3.4113 1.8924 0.0794 -0.24
N -2.0880 1.7552 -0.5028 -0.42
C -1.0995 1.3457 0.3660 0.40
N -1.4229 1.2532 1.6538 -0.52
C -0.5307 0.8109 2.5262 0.27
N 0.6980 0.4198 2.2825 -0.46
C 1.0817 0.5804 1.0146 0.17
C 0.2332 1.0864 0.0027 0.03
N 0.9504 1.1794 -1.1725 -0.56
C 2.2372 0.7652 -0.9388 0.23
C 3.3142 0.7060 -1.8139 -0.26
C 4.5120 0.2232 -1.3296 -0.25
C 4.6173 -0.1859 -0.0007 0.36
C 3.5694 -0.1346 0.8907 -0.23
C 2.3593 0.3504 0.4080 -0.13
H 3.6787 -0.4529 1.9137 0.24
F 5.8153 -0.6528 0.4200 -0.33
H 5.3808 0.1559 -1.9650 0.23
H 3.2203 1.0278 -2.8398 0.22
H 0.6634 1.6760 -1.9987 0.41
H -0.8723 0.7458 3.5499 0.18
C -2.1529 1.1768 -1.8320 -0.23
H -1.1776 0.7883 -2.1127 0.21
H -2.4529 1.9529 -2.5446 0.20
C -3.1732 0.0093 -1.8373 -0.24
H -4.1520 0.3453 -2.1889 0.20
H -2.8271 -0.8033 -2.4742 0.24
H -3.3231 2.4601 1.0037 0.25
H -4.0228 2.4469 -0.6364 0.19
H -3.8250 0.1977 1.3972 0.26
H -1.3653 -4.3528 -1.2113 0.21
H -1.8510 -4.0909 0.4723 0.23
H -0.2292 -4.6934 0.1049 0.22
```

---

Record 6
The following is a quantum chemistry calculation of a structure of composition C17H18FeN6O3S2, from the OMol25 dataset.

The multiplicity is 5. The calculation puts the energy above the lowest of the compared OMol25 structures with the same formula, charge and spin at 4.2 kcal per mole. Its molar mass is 474.349 g/mol. The calculation puts the frontier orbital gap (alpha / beta) at 8.070 / 7.822 eV. The value obtained for the electronic energy is -89062.86607 eV. The expectation value of S² is 6.014.

Structure (XYZ):
```
47
Properties=species:S:1:pos:R:3:lowdin_spin:R:1
Fe 1.2936 -0.5821 -1.0462 3.61
N 5.4189 -0.2613 -0.2085 0.00
C 4.5559 -0.6713 -1.1399 0.01
N 3.3878 -0.8940 -0.5783 0.02
C 3.6004 -0.5697 0.7329 0.00
N 4.8235 -0.1862 1.0002 0.00
C 2.4887 -0.6307 1.6930 0.00
C 2.6206 -0.4803 3.0633 0.00
N 1.5602 -0.5188 3.8634 0.00
C 0.3771 -0.7175 3.2981 0.00
C 0.2326 -0.8923 1.9254 0.01
N 1.2941 -0.8427 1.1324 0.03
H 6.3841 0.0020 -0.3144 0.00
H 4.8068 -0.8065 -2.1780 0.00
H 3.5918 -0.3229 3.5142 0.00
H -0.4909 -0.7306 3.9442 0.00
H -0.7303 -1.0554 1.4618 0.00
O -3.6185 1.3308 -0.4181 0.00
S -2.9394 0.2614 0.2467 0.00
O -2.6130 0.3924 1.6402 0.00
N -1.5591 -0.1398 -0.5819 0.02
C -1.6089 -1.3560 -1.0152 0.01
S -0.3320 -2.1634 -1.8293 0.04
C -2.8803 -2.0950 -0.7198 0.00
C -3.2362 -3.3948 -1.0345 0.00
C -4.4922 -3.8399 -0.6415 0.00
C -5.3672 -3.0062 0.0495 0.00
C -5.0067 -1.7027 0.3715 0.00
C -3.7563 -1.2817 -0.0284 0.00
H -2.5510 -4.0349 -1.5734 0.00
H -4.7974 -4.8506 -0.8779 0.00
H -6.3390 -3.3802 0.3434 0.00
H -5.6776 -1.0460 0.9080 0.00
C 0.2986 2.7284 0.2701 0.00
C 0.9560 2.5166 -1.0944 0.02
C -0.0618 2.7386 -2.2111 0.00
C 2.1371 3.4708 -1.2606 0.00
O 1.4490 1.2045 -1.1624 0.19
H -0.0828 3.7457 0.3777 0.00
H 1.0271 2.5478 1.0656 0.00
H -0.5325 2.0357 0.3949 0.00
H -0.4812 3.7458 -2.1689 0.00
H -0.8728 2.0173 -2.1225 0.00
H 0.4176 2.6030 -3.1832 0.00
H 1.8137 4.5128 -1.2239 0.00
H 2.6255 3.2932 -2.2204 0.00
H 2.8663 3.3066 -0.4641 0.00
```

---

Record 7
The following is a quantum chemistry calculation of a structure of composition C17H18N2O3S, from the OMol25 dataset.

The calculation puts the energy above the lowest of the compared OMol25 structures with the same formula, charge and spin at 319.4 kcal per mole. Its molar mass is 330.409 g/mol. The calculation puts the frontier orbital gap at 7.424 eV. The value obtained for the electronic energy is -37866.47928 eV.

Structure (XYZ):
```
41
Properties=species:S:1:pos:R:3:nbo_charge:R:1
C 3.7577 3.0117 0.5018 -0.63
C 3.4075 1.6768 -0.1157 -0.02
C 4.0766 0.6098 0.2176 -0.23
C 3.5435 -0.7460 -0.2330 -0.15
C 2.3860 -0.9714 -1.1608 -0.32
C 1.6416 0.2752 -1.3382 -0.20
C 2.0592 1.4632 -0.7816 -0.22
H 1.6048 2.5084 -1.3716 0.21
H 0.7731 0.3154 -2.1206 0.23
S 1.7665 -2.3931 -1.6027 0.37
C 1.8226 -3.2232 -0.0990 -0.56
H 2.8199 -3.6069 -0.0776 0.22
H 1.3361 -4.4933 -0.5074 0.20
C 1.3349 -2.6921 1.1817 -0.30
N 0.0623 -2.1113 0.7551 -0.66
C -0.1416 -0.8074 1.2739 0.68
O 0.7825 -0.2924 1.8259 -0.59
C -1.3623 -0.2128 0.6987 -0.16
C -2.4009 -0.7516 0.3804 -0.16
C -3.6722 -0.1704 0.0761 -0.02
C -3.6744 1.1368 -0.4736 0.05
C -2.5449 1.9188 -0.0385 -0.23
C -1.3093 1.3144 0.3630 -0.08
H -0.4482 1.7945 0.6391 0.23
H -2.3862 3.0435 -0.6864 0.22
C -4.7243 1.8908 -0.9409 -0.69
H -5.5600 1.7969 -0.1636 0.30
H -4.4768 3.0147 -1.3169 0.23
H -5.3492 1.2797 -1.6357 0.28
N -4.7889 -1.0733 -0.1003 0.56
O -4.6542 -2.1283 -0.2140 -0.26
O -5.9336 -0.5173 -0.4015 -0.52
H -2.5624 -1.8622 0.7298 0.22
H -0.5982 -2.6798 0.2388 0.41
H 1.1330 -3.6246 1.9070 0.22
H 2.0400 -1.8237 1.5825 0.29
H 4.0574 -1.5994 -0.1029 0.19
H 4.7838 0.5941 1.1523 0.23
H 3.2484 3.2257 1.4165 0.23
H 3.2811 3.9496 -0.1440 0.22
H 4.8691 2.9604 0.6859 0.23
```

---

Record 8
The following is a quantum chemistry calculation of an isolated molecule of C17H18N2O6, from the OMol25 dataset.

The calculation puts the energy above the lowest of the compared OMol25 structures with the same formula, charge and spin at 0.0 kcal per mole. Its molar mass is 346.339 g/mol. The calculation puts the frontier orbital gap at 9.191 eV. The value obtained for the electronic energy is -33186.78547 eV. Its SMILES is C[C@H](Oc1ccccc1)C(=O)OCC(=O)NC(=O)NCc1ccco1.

Structure (XYZ):
```
43
Properties=species:S:1:pos:R:3:nbo_charge:R:1
C -0.4088 -0.5071 2.8172 -0.61
H -0.6754 -1.3398 2.1710 0.23
H 0.0203 -0.8893 3.7386 0.23
H -1.2971 0.0779 3.0372 0.22
C 0.6162 0.3768 2.1055 0.00
C 1.8091 -0.5199 1.7693 0.79
O 2.5933 -0.9323 2.5800 -0.59
O 1.8242 -0.8181 0.4744 -0.51
C 2.7404 -1.8120 0.0396 -0.17
C 2.4207 -2.1247 -1.4099 0.68
O 3.2601 -2.2346 -2.2669 -0.56
N 1.0854 -2.2130 -1.7121 -0.67
C -0.0057 -2.4072 -0.8404 0.81
O 0.0994 -2.8615 0.2709 -0.64
N -1.1832 -2.1151 -1.4401 -0.62
H -1.1908 -1.5582 -2.2806 0.40
C -2.4410 -2.2005 -0.7225 -0.27
C -2.9530 -0.8543 -0.3222 0.26
C -3.3773 -0.3597 0.8736 -0.29
C -3.7575 0.9840 0.6346 -0.31
C -3.5354 1.2048 -0.6866 0.08
O -3.0519 0.0977 -1.2786 -0.42
H -3.6744 2.0696 -1.3047 0.21
H -4.1384 1.6833 1.3496 0.23
H -3.4205 -0.8873 1.8035 0.23
H -2.2707 -2.8048 0.1699 0.25
H -3.1697 -2.7056 -1.3687 0.21
H 0.8962 -2.2564 -2.7065 0.41
H 2.6292 -2.7092 0.6606 0.24
H 3.7706 -1.4490 0.1138 0.22
O -0.0054 0.9076 0.9583 -0.51
C 0.7083 1.7349 0.1404 0.40
C 0.0651 2.1200 -1.0355 -0.28
C 0.6892 2.9656 -1.9292 -0.19
C 1.9645 3.4407 -1.6679 -0.25
C 2.6046 3.0596 -0.5035 -0.17
C 1.9877 2.2119 0.4018 -0.33
H 2.5160 1.9271 1.2992 0.22
H 3.5993 3.4221 -0.2898 0.21
H 2.4546 4.1004 -2.3674 0.21
H 0.1790 3.2549 -2.8363 0.21
H -0.9274 1.7426 -1.2217 0.22
H 0.9503 1.1782 2.7818 0.20
```